C20H30FeN2O4P | ωB97M-V/def2-TZVPD

The calculation puts the HOMO energy (spin up / spin down) at -0.3622 / -0.3786 Ha. The value obtained for the largest force on an atom is 4.28 eV/Å. Its net charge is +1. The multiplicity is 5. Its expectation value of S² is 6.07. The frontier orbital gap (spin up / spin down) is 0.2461 / 0.1411 Eh. The calculation puts the LUMO energy (spin up / spin down) at -3.16 / -6.46 eV. Its calculated total energy is -2795.1919 Ha.

Each line ends with the Löwdin spin population.
Cartesian coordinates (Å):
C (2.592555, 0.651075, 4.177968)  0.01
O (2.801632, 1.842851, 3.388639)  0.01
C (2.289335, 1.897140, 2.109250)  0.01
C (1.798552, 0.795941, 1.387901)  0.04
C (0.639734, 0.912520, 0.519748)  0.01
C (0.073427, 2.375034, 0.403487)  0.00
C (0.873220, 3.457534, 1.000685)  0.00
C (2.044994, 3.237979, 1.643827)  0.00
Fe (4.787287, 1.036469, 1.409504)  1.84
C (4.420705, 0.664728, -0.271379)  0.02
O (4.243063, 0.492375, -1.402139)  -0.01
C (6.064310, -0.172606, 1.552369)  0.04
O (6.892194, -0.984162, 1.618935)  0.00
C (5.870242, 2.320837, 0.887240)  0.02
O (6.448828, 3.241517, 0.467562)  -0.01
H (3.521739, 0.062415, 4.163673)  0.01
H (2.376572, 0.989679, 5.195611)  0.00
H (1.758393, 0.039567, 3.795340)  0.00
H (2.153357, -0.212559, 1.625957)  0.01
H (0.805423, 0.442242, -0.447979)  0.00
H (-0.154280, 0.278121, 0.927372)  0.00
H (-0.931723, 2.341596, 0.847675)  0.00
H (0.589374, 4.460262, 0.705177)  0.00
H (2.718939, 4.032937, 1.953988)  0.00
C (-4.057174, -0.202414, 1.651752)  0.00
C (-4.076026, -0.261646, 0.128708)  0.02
C (-5.261334, -1.067217, -0.385487)  0.01
C (-4.137565, 1.191073, -0.365566)  0.02
N (-2.881434, -0.975010, -0.419552)  0.30
P (-2.665997, -1.303930, -2.110590)  0.75
H (-0.034075, 2.667430, -0.593042)  0.00
N (-1.035239, -1.643889, -1.610731)  0.31
C (0.109532, -1.756381, -2.565392)  0.02
C (1.400431, -2.194294, -1.880198)  0.00
C (0.410962, -0.418152, -3.246961)  0.02
C (-0.357197, -2.797804, -3.574219)  0.01
C (-1.085023, -2.329182, -0.410925)  0.24
C (-2.188078, -1.934302, 0.290461)  0.26
H (-3.241612, 0.416688, 2.049260)  0.00
H (-4.997598, 0.260766, 1.981045)  0.00
H (-4.009567, -1.191258, 2.113976)  0.00
H (-5.219410, -1.130357, -1.483106)  0.00
H (-5.179162, -2.076175, 0.036403)  0.00
H (-6.213280, -0.622083, -0.078558)  0.00
H (-4.090508, 1.300508, -1.457396)  0.01
H (-5.094887, 1.630912, -0.030706)  0.00
H (-3.344541, 1.812426, 0.082591)  0.00
H (1.292775, -3.136437, -1.334677)  0.00
H (2.146941, -2.356958, -2.671763)  0.00
H (1.813695, -1.429998, -1.205805)  0.00
H (-0.463284, 0.061007, -3.700788)  0.01
H (0.886467, 0.303240, -2.566820)  0.00
H (1.145513, -0.605232, -4.046964)  0.00
H (-1.304419, -2.473076, -4.027807)  0.00
H (0.391718, -2.960701, -4.355317)  0.00
H (-0.524918, -3.733813, -3.026724)  0.00
H (-0.298631, -3.018980, -0.125810)  0.01
H (-2.514931, -2.228229, 1.280299)  0.01

Cartesian forces (eV/Å) of the 6 atoms listed first:
C 0.305 0.010 -0.273
O 0.311 -0.305 -0.667
C -0.961 -3.012 -0.468
C 2.262 1.185 2.928
C -0.804 0.810 -1.283
C -0.544 -1.689 1.558